{"formula": "C36H96O12", "method": "ωB97M-V with the def2-TZVPD basis set", "smiles": "CC(C)O.CC(C)O.CC(C)O.CC(C)O.CC(C)O.CC(C)O.CC(C)O.CC(C)O.CC(C)O.CC(C)O.CC(C)O.CC(C)O", "relative_energy_ev": 6.2081, "e_lumo_ev": 0.31, "orbital_gap_ha": 0.36788, "species": ["H", "H", "H", "H", "H", "H", "C", "C", "H", "H", "H", "H", "H", "H", "H", "H", "H", "H", "C", "C", "O", "C", "H", "C", "H", "C", "H", "C", "H", "H", "H", "C", "H", "H", "C", "H", "C", "C", "H", "H", "H", "H", "H", "H", "H", "H", "O", "O", "C", "C", "H", "C", "O", "C", "C", "H", "H", "C", "H", "H", "C", "C", "H", "H", "H", "C", "H", "H", "H", "C", "C", "H", "C", "H", "O", "H", "H", "H", "H", "H", "H", "H", "O", "O", "C", "C", "H", "O", "H", "H", "H", "O", "O", "H", "C", "C", "H", "H", "H", "H", "H", "H", "H", "C", "C", "H", "H", "O", "H", "H", "H", "H", "C", "C", "H", "H", "H", "H", "H", "H", "H", "H", "H", "H", "H", "H", "C", "H", "O", "H", "C", "H", "H", "H", "H", "H", "H", "C", "H", "H", "H", "H", "C", "H"], "positions_angstrom": [[6.9422, -4.5069, -1.6770], [3.8199, 1.6580, 4.0930], [-3.9940, -2.6607, -1.8927], [-1.0750, 2.6377, 3.1000], [-4.8768, -1.3616, -0.9722], [6.1913, 2.8010, 1.2763], [1.4594, -6.0107, 2.3176], [5.3778, -3.0206, -1.1319], [-2.8984, -2.2638, -4.9265], [-2.2717, 3.0774, 6.4749], [-4.7683, 1.6923, -3.8382], [-2.3743, 1.6320, 3.6690], [-0.5773, 0.8078, -6.8174], [0.6185, 3.6443, 5.2631], [4.1743, 2.1896, 0.1172], [2.3340, -6.2741, 2.9125], [-5.5807, -5.5690, -0.3636], [0.0167, -1.0275, 1.3692], [-1.5802, 2.2990, 4.0045], [-2.9313, 3.5236, 5.7307], [-4.5507, -3.3676, 4.0559], [-3.2854, 3.1355, -3.1913], [-5.0184, -3.4333, 0.7760], [4.5172, 3.2128, -0.0366], [0.0796, 6.6029, -1.1163], [-3.3472, -1.4663, 4.6133], [-3.1729, 4.5462, 6.0207], [0.1613, 6.1460, 0.9411], [1.7685, 0.8018, 0.7869], [6.8470, -3.1299, -2.7176], [1.3965, -3.3494, -4.7100], [-1.0790, 5.2108, 0.9117], [8.0165, 2.9129, -0.5079], [6.5986, 2.3646, -1.4524], [-2.4285, -3.1627, 3.1211], [-4.1202, 5.0082, -2.7446], [0.7674, -4.5762, 0.4062], [0.8300, 6.3208, -0.3779], [-0.7924, -1.3794, -5.3821], [-1.4529, 5.3083, 4.8246], [-2.3908, 3.6659, -3.5177], [-0.9034, 1.7700, 4.6755], [0.2256, 8.1135, 1.2798], [0.0349, -3.8138, 0.6713], [-1.2318, -0.2175, -3.6203], [-2.6521, 4.1602, 3.6415], [6.3481, -2.3703, -0.2968], [6.2255, 4.6888, 0.8751], [3.4009, 2.2059, 4.9369], [-2.8496, -1.4933, -5.6959], [-0.8609, -4.2853, -5.2881], [-5.2175, -3.4199, -0.2956], [2.1591, -3.6305, 1.9970], [-4.3578, -2.3188, -0.9237], [6.2315, -3.8487, -2.1768], [-0.1827, -1.6322, -0.4876], [-2.3967, -0.9571, 4.7727], [0.8288, -3.9424, -3.9929], [-3.5930, 2.0198, -5.0501], [4.8330, -3.5859, -0.3758], [-5.0438, -4.8257, -0.9529], [-3.2666, -2.8942, 4.2788], [0.3619, -5.3886, -5.5336], [0.7411, 3.6904, 3.1984], [3.9086, -2.2765, -2.4430], [1.8405, -4.8545, 1.4102], [-5.3922, -4.8799, -1.9843], [1.3781, -5.2682, -2.3794], [-2.2790, 0.9324, -6.9188], [0.0707, 0.1209, -0.4068], [-2.1638, 3.6093, 4.4453], [2.2226, 2.8532, 2.5745], [-0.1315, -4.8603, -4.7178], [-1.4737, 5.1384, 1.9251], [0.3391, -1.0505, -1.0452], [1.7759, -3.4711, 2.8627], [-1.3799, -0.3775, -7.7066], [-2.7097, 1.3113, -3.0352], [1.2545, -6.9045, 1.7283], [-3.4993, -2.2073, -0.2613], [-5.2355, -2.6971, 4.0007], [2.4055, 4.2586, 3.4928], [-2.7980, 2.0724, -2.4568], [-0.4455, 7.4284, 1.3220], [6.9751, 3.1157, -0.7580], [-1.4820, 0.2004, -6.7881], [5.1154, -1.0969, -2.1175], [-1.5329, 0.2003, -4.4304], [-1.5497, -0.7162, 0.7782], [3.9568, -1.5547, -0.8400], [-3.8171, -1.0160, -5.5399], [-1.0632, 4.4318, 4.8631], [-6.5549, -3.1319, -0.5309], [-2.9103, -1.9570, -6.6805], [-0.5625, -0.2607, 0.8548], [1.8294, 2.3849, 4.5204], [-4.7713, 3.2750, -4.8002], [-0.7141, 4.2628, 0.5164], [1.6747, 6.9883, -0.2075], [-3.8902, -1.2352, 5.5297], [-0.6475, 0.6863, 1.3880], [1.2025, 5.3110, -0.5501], [5.9087, -1.8667, 0.3924], [-4.0899, 4.0238, -2.2775], [1.7644, 3.3809, 3.4110], [-4.9982, 3.5075, -1.9669], [-1.8264, 5.5165, 0.1795], [0.0556, -3.0571, -3.2437], [3.5624, 1.7427, 5.9103], [2.6198, -5.3086, 0.7982], [0.7481, 5.7660, 1.7773], [1.3576, -4.1604, -0.4104], [1.3315, 0.9277, -0.2037], [6.0058, 3.4058, 0.3887], [1.3283, 1.4604, 4.2335], [1.0580, 1.9821, -0.2430], [0.6235, -2.6651, -2.5764], [2.1914, 0.5595, -0.7632], [-6.5338, -2.1730, -0.5710], [3.8484, 3.1988, 4.9834], [5.5661, -4.3989, -2.8421], [7.1055, 3.9825, -1.4060], [-0.5602, -5.5791, -4.0195], [-3.8178, -0.9448, 3.7798], [-4.0142, -5.1565, -0.8166], [2.4944, -4.0097, -2.7529], [-1.6062, -0.6603, -5.4751], [-0.5896, 0.7355, -1.0187], [1.1149, 2.9084, 5.6288], [-3.7837, 2.8453, 5.6930], [4.5766, -1.9248, -1.6567], [-1.3687, -3.1212, 3.3727], [0.6070, -5.7272, 2.9350], [4.0238, 3.8663, 0.6827], [0.2961, -5.4716, 0.0010], [7.1714, 4.7774, 0.7375], [2.3012, -5.5159, -3.7876], [1.8150, -4.7246, -3.2171], [-3.6745, 4.1861, -1.2829], [-2.6173, -2.4371, 2.3299], [4.3457, 3.6633, -1.0142], [-2.7912, -3.2828, 5.1794], [-4.1964, 2.5063, -4.2837], [-2.4835, -4.1867, 2.7518]], "atomic_forces_ev_per_a": [[-0.33, -0.14, 0.13], [0.50, -0.19, 0.31], [-0.10, 0.44, -0.17], [0.55, -0.80, -0.21], [0.04, 0.02, -0.14], [0.01, -0.96, -0.30], [0.57, 0.46, 0.55], [2.65, -0.57, 0.82], [0.18, -0.49, -0.08], [0.16, 0.24, 0.03], [-0.45, 0.45, 0.17], [-0.06, -0.12, 0.10], [0.23, 0.05, 0.49], [-0.50, 0.22, 0.46], [0.05, 0.09, -0.44], [-0.16, 0.06, 0.47], [-0.44, 0.15, -0.04], [0.54, 0.41, 0.36], [-0.48, 0.26, -1.64], [-0.76, -0.60, 0.10], [-1.19, -1.60, -0.04], [-0.74, -0.40, -0.34], [0.05, -0.38, 0.22], [1.24, 1.29, 1.12], [0.42, 0.25, -0.08], [0.15, 2.43, 0.03], [-0.48, -0.23, 0.34], [-3.24, 1.04, 0.86], [-0.43, -0.17, 0.60], [-0.21, 0.05, -0.24], [0.09, 0.04, -0.47], [1.31, 0.10, -0.70], [-0.11, -0.50, 0.54], [0.12, -0.38, 0.31], [1.87, -0.62, -1.42], [-0.98, -0.01, 0.06], [0.07, 0.35, -1.63], [0.37, -1.26, 0.97], [0.33, 0.01, -0.38], [0.58, 0.45, 0.25], [-0.26, 0.41, -0.86], [-0.16, 0.48, 0.21], [0.14, 0.06, 0.03], [-0.12, -0.25, 0.42], [0.17, -0.41, -0.01], [-0.43, -0.49, -0.15], [1.45, -0.05, 0.28], [0.17, 1.48, -0.17], [-2.30, 0.12, -0.93], [-1.18, -0.73, 1.48], [-0.48, 0.08, 0.56], [0.44, -1.22, -1.26], [1.38, 0.59, 0.24], [0.75, -1.04, 0.45], [-0.96, 0.96, 1.21], [0.28, -1.13, -0.85], [0.35, -0.29, -0.19], [-0.47, -0.51, -1.61], [0.25, 0.05, -0.04], [-0.56, -0.87, -0.82], [0.75, 0.29, 1.59], [-0.04, 0.62, 1.63], [0.40, -0.35, 0.27], [0.13, -0.08, -0.21], [-0.37, -0.03, -0.03], [-1.55, -1.60, -0.13], [0.22, 0.32, 0.07], [-0.47, 0.06, 0.04], [-0.38, -0.31, 0.24], [0.41, 1.71, -0.38], [0.68, -0.33, 1.91], [-0.40, 0.10, -0.68], [0.20, 0.17, -0.93], [-0.15, -0.19, -0.23], [0.37, -2.56, -1.47], [-0.17, -0.52, 0.03], [-0.43, -0.40, 0.17], [0.23, -0.09, -0.23], [-0.31, 0.18, -0.08], [0.28, 0.30, -0.21], [0.35, 0.29, 0.16], [-0.12, 0.11, 0.69], [0.63, -1.55, 1.70], [0.36, -0.51, 0.23], [0.11, 0.04, -0.72], [1.18, 0.16, 0.30], [0.45, -0.17, 0.27], [-0.72, 1.65, 2.01], [-0.32, 0.29, -0.44], [-0.14, 0.31, -0.11], [0.13, 0.80, -0.19], [0.48, 0.85, -0.96], [-1.29, 0.96, 0.08], [0.41, 0.00, 0.08], [-1.07, 0.90, 1.74], [1.96, 0.95, 2.01], [-0.42, -0.22, 0.16], [-0.14, -0.47, 0.45], [-0.04, 0.19, -0.70], [-0.35, -0.37, -0.04], [-0.23, -0.38, 0.88], [0.39, 0.07, -0.82], [-0.17, -0.02, -0.01], [0.31, 0.09, 0.67], [0.63, -0.42, -1.42], [-0.64, 0.45, -0.77], [-0.09, 0.43, 0.26], [-0.41, 0.31, 0.86], [-0.23, -0.34, -0.26], [0.98, 0.81, 0.26], [0.70, 0.22, -0.24], [-0.52, 0.36, -0.42], [0.60, 0.11, 1.17], [-0.54, -1.66, -0.60], [0.43, -0.37, -0.18], [0.64, 0.13, -0.56], [-0.05, 0.46, 0.26], [-0.42, 0.57, -1.02], [-0.93, 0.11, -0.02], [-0.09, 0.03, -0.10], [0.18, -0.02, -0.08], [-0.54, 0.49, 0.06], [-0.30, 0.12, -0.14], [-0.21, 0.29, -0.09], [0.28, 0.08, -0.55], [0.62, -0.29, -0.11], [0.18, -0.49, -3.94], [-0.38, 0.10, -0.07], [0.32, -0.22, 0.33], [-0.43, 0.37, -0.13], [-2.05, 0.59, -1.41], [0.19, 0.54, 0.17], [-0.07, -0.32, 0.20], [-0.56, -0.17, 0.03], [-0.16, -0.02, 0.16], [0.11, 0.74, 0.33], [0.35, 0.47, -0.29], [0.45, -0.45, 1.45], [0.93, -0.04, -0.14], [-0.07, -0.16, -0.28], [-0.11, -0.47, -0.16], [-0.37, -1.15, 0.14], [1.18, 0.88, -0.41], [-0.67, 0.01, -0.13]], "mulliken_charge": [0.37, 0.34, 0.17, -0.19, 0.48, 0.15, -1.56, 0.82, 0.25, 0.33, 0.33, 0.46, 0.40, 0.30, 0.26, 0.41, 0.40, 0.49, -0.78, -1.39, -0.61, 0.66, 0.00, -1.00, 0.28, -1.73, 0.37, 0.63, 0.31, 0.35, 0.15, -0.76, 0.41, 0.29, -0.59, 0.38, -0.13, -1.15, -0.03, 0.35, 0.24, 0.34, 0.33, -0.19, 0.10, 0.32, -0.60, -0.56, -1.33, -1.37, 0.29, 0.87, -0.49, -0.81, -1.32, 0.10, 0.36, 1.11, 0.07, 0.07, -1.45, 0.67, 0.42, -0.09, 0.16, 0.54, 0.33, 0.15, 0.31, 1.56, 0.48, 0.23, -1.52, -0.12, -0.20, 0.29, 0.43, 0.23, 0.40, -0.10, 0.34, 0.49, -0.42, -0.59, -1.45, -1.60, 0.38, -0.40, 0.34, 0.26, 0.32, -0.68, -0.57, 0.39, -1.46, 0.68, 0.43, 0.12, 0.44, 0.40, 0.16, 0.20, 0.30, -1.38, -0.75, 0.34, 0.54, -0.20, 0.36, 0.12, 0.04, -0.23, -1.49, 0.52, 0.10, 0.23, 0.09, 0.32, 0.36, 0.33, 0.30, 0.43, 0.34, 0.42, 0.34, -0.17, 1.15, -0.52, -0.59, 0.36, -1.12, 0.43, 0.34, 0.24, 0.48, 0.32, 0.51, -1.03, 0.25, -0.27, 0.38, 0.19, -1.09, 0.42]}